90
Properties=species:S:1:pos:R:3:forces:R:3 method="wB97M-V/def2-TZVPD" multiplicity=4 mol_weight_g_mol=899.97 relative_energy_kcal_mol=55.13 orbital_gap_ev="5.48 / 4.82" s2=3.792 e_tot_ev=-184111.477 charge=-1
Mo 0.439 -0.087 -0.293 -2.859 0.582 -1.507
C 5.394 -1.275 -2.988 -0.123 0.273 0.198
S 5.189 0.217 -1.964 0.209 -0.099 -0.049
C 3.575 -0.159 -1.321 -0.121 -0.079 0.002
S 2.197 -0.073 -2.365 -0.227 -0.009 0.472
N 3.523 -0.538 -0.093 0.616 0.013 -0.010
N 2.274 -0.851 0.365 0.668 -0.096 0.417
C 2.264 -1.747 1.365 0.067 0.020 -0.299
C 1.050 -2.394 1.542 -0.029 -0.088 0.001
C 0.870 -3.522 2.371 0.103 0.133 0.038
C -0.284 -4.246 2.289 -0.067 0.077 -0.060
C -1.277 -3.823 1.388 0.077 -0.104 0.120
C -1.079 -2.668 0.668 -0.082 0.044 -0.115
N 0.042 -1.933 0.719 -0.169 -1.221 0.858
H 6.332 -1.166 -3.528 -0.003 -0.017 -0.029
H 5.432 -2.149 -2.341 0.005 -0.054 -0.064
H 4.561 -1.346 -3.684 0.041 -0.067 -0.052
H 3.192 -2.031 1.840 0.001 -0.039 0.001
H 1.687 -3.801 3.024 -0.034 -0.054 0.009
H -0.428 -5.132 2.894 0.009 0.000 0.006
H -2.192 -4.381 1.255 -0.035 0.055 0.014
H -1.843 -2.302 0.000 0.032 0.084 -0.007
C -1.283 -4.176 -2.325 0.054 0.208 -0.079
Si 0.101 -2.868 -2.404 0.510 -0.308 -0.122
C 0.806 -2.845 -4.169 -0.252 0.033 0.107
C 1.497 -3.599 -1.365 -0.145 0.097 0.005
N -0.395 -1.265 -1.890 0.183 0.127 0.635
C -1.177 -0.545 -2.775 -0.284 0.261 -0.329
C -1.900 -1.113 -3.834 0.077 -0.099 0.278
C -2.611 -0.347 -4.742 -0.065 0.161 -0.097
C -2.633 1.031 -4.603 -0.099 -0.127 -0.122
C -1.974 1.617 -3.535 0.327 0.001 0.233
C -1.255 0.860 -2.597 -0.271 -0.229 -0.492
N -0.657 1.380 -1.461 0.499 -0.019 0.365
Si -1.231 2.974 -0.918 -0.339 0.270 0.185
C -3.120 3.146 -0.879 0.196 -0.121 -0.138
C -0.688 3.571 0.787 0.011 -0.312 -0.105
C -0.570 4.294 -2.142 -0.135 -0.097 0.081
H -0.837 -5.172 -2.400 0.062 0.013 0.010
H -2.020 -4.087 -3.125 0.006 0.010 -0.009
H -1.820 -4.125 -1.377 0.018 -0.042 -0.039
H 1.206 -3.829 -4.428 -0.027 -0.036 0.072
H 1.621 -2.122 -4.221 0.026 -0.005 0.033
H 0.072 -2.568 -4.927 0.038 -0.017 0.005
H 1.980 -4.392 -1.944 -0.064 0.001 -0.074
H 1.140 -4.042 -0.435 0.022 -0.029 -0.035
H 2.257 -2.855 -1.127 0.020 -0.027 -0.026
H -1.913 -2.187 -3.943 -0.028 0.018 -0.019
H -3.150 -0.827 -5.550 0.028 -0.018 0.005
H -3.174 1.648 -5.310 -0.002 0.010 0.026
H -2.027 2.690 -3.419 0.028 0.038 -0.063
H -3.515 2.581 -0.037 0.010 -0.025 0.073
H -3.596 2.767 -1.786 -0.013 0.024 0.059
H -3.407 4.195 -0.752 0.112 0.013 -0.039
H -1.056 2.904 1.567 0.031 -0.033 -0.047
H -1.141 4.555 0.945 -0.031 0.022 -0.131
H 0.388 3.675 0.916 0.010 0.067 0.021
H -1.409 4.863 -2.550 0.027 0.032 -0.031
H -0.026 3.858 -2.982 -0.038 0.021 -0.041
H 0.096 4.998 -1.636 -0.027 -0.006 0.015
C -3.491 2.139 4.968 0.090 -0.071 -0.153
C -2.371 2.260 3.951 0.013 0.026 0.108
O -2.528 1.306 2.907 -0.334 0.090 0.127
P -1.617 -0.031 2.747 -0.075 0.141 0.039
S -1.968 0.189 0.336 0.663 -0.157 0.156
S 0.333 0.567 2.453 0.080 -0.206 -0.444
O -1.608 -0.321 4.423 -0.019 0.086 -0.087
C -0.822 -1.369 4.947 0.053 -0.098 0.007
C -0.903 -1.331 6.462 0.004 0.027 -0.166
H -3.418 2.953 5.692 -0.044 -0.026 0.054
H -3.424 1.179 5.480 -0.006 0.041 0.040
H -4.455 2.197 4.463 -0.018 0.041 0.034
H -1.398 2.137 4.431 0.022 0.046 -0.030
H -2.401 3.245 3.476 0.041 -0.028 -0.010
H 0.216 -1.262 4.614 -0.007 -0.008 -0.001
H -1.188 -2.334 4.580 -0.004 -0.050 -0.065
H -0.490 -0.396 6.843 0.006 -0.010 0.016
H -0.337 -2.166 6.880 -0.006 0.023 0.063
H -1.941 -1.408 6.789 0.006 -0.021 0.018
Br 4.504 5.440 0.192 0.033 -0.072 -0.026
C 3.421 3.902 0.050 -0.244 -0.205 0.006
C 3.354 2.984 1.080 0.184 0.341 -0.014
C 2.495 1.914 0.957 -0.161 -0.287 0.036
N 1.689 1.698 -0.098 1.093 1.332 0.061
C 1.827 2.580 -1.111 -0.002 -0.221 -0.011
C 2.656 3.679 -1.080 0.208 0.214 0.095
H 3.959 3.090 1.968 -0.036 -0.040 0.025
H 2.464 1.191 1.755 0.003 -0.022 -0.043
H 1.246 2.395 -1.994 -0.048 -0.111 0.046
H 2.698 4.340 -1.933 -0.054 -0.001 0.005

8
Properties=species:S:1:pos:R:3:forces:R:3 method="wB97M-V/def2-TZVPD" multiplicity=1 mol_weight_g_mol=69.07 relative_energy_kcal_mol=112.32 orbital_gap_ev=9.81 e_tot_ev=-6587.705
C 0.579 -0.239 -0.010 3.179 3.040 -0.254
C -0.582 0.621 0.061 0.498 1.025 0.228
N -1.818 0.237 -0.603 -0.630 -0.340 -0.294
N -1.845 0.117 0.596 -0.460 -0.310 0.144
N 0.679 -1.453 -0.025 -0.485 -0.796 0.040
H 1.832 0.996 -0.097 -2.296 -2.840 0.179
H -0.393 1.681 0.164 -0.047 -0.136 -0.016
H 1.548 -1.960 -0.086 0.241 0.356 -0.026

45
Properties=species:S:1:pos:R:3:forces:R:3 method="wB97M-V/def2-TZVPD" multiplicity=5 mol_weight_g_mol=727.24 relative_energy_kcal_mol=27.64 orbital_gap_ev="8.06 / 5.98" s2=6.019 e_tot_ev=-143750.288
Pd 0.174 0.924 0.116 0.251 -0.028 0.499
S 2.697 -0.009 0.335 -0.002 -0.106 -0.070
S 3.955 1.292 -0.371 0.256 -0.149 0.071
S 2.747 2.884 -1.041 -0.166 0.223 -0.090
S 1.539 3.195 0.464 -0.048 0.146 -0.011
Cl 0.941 -2.480 -0.815 -0.038 0.060 -0.057
C 0.467 -1.355 -2.062 0.007 -0.108 0.014
C 0.144 -0.059 -1.720 -0.147 0.037 -0.024
C -0.310 0.782 -2.723 -0.022 0.067 0.044
Cl -0.807 2.386 -2.235 0.112 -0.171 -0.227
C -0.401 0.383 -4.049 0.007 -0.008 0.004
Cl -0.954 1.471 -5.258 0.005 -0.016 0.013
C -0.032 -0.923 -4.378 -0.001 0.033 -0.047
Cl -0.109 -1.445 -6.015 -0.008 -0.002 0.021
C 0.392 -1.801 -3.382 0.014 -0.039 0.011
Cl 0.816 -3.419 -3.787 -0.008 0.018 0.000
O -2.516 2.933 2.701 0.023 0.000 0.208
C -1.606 2.285 2.240 -0.142 0.004 -0.651
O -1.404 2.084 0.962 -0.084 0.173 0.358
C -0.558 1.627 3.146 0.155 0.045 0.229
P -0.140 0.058 2.352 -0.126 -0.175 -0.429
C -1.636 -0.948 2.415 -0.015 -0.065 0.180
C -2.096 -1.587 1.270 -0.022 -0.008 -0.109
C -3.250 -2.357 1.320 0.001 0.012 0.006
C -3.949 -2.484 2.510 0.012 0.012 0.014
C -3.495 -1.845 3.658 0.000 -0.011 -0.055
C -2.341 -1.083 3.611 -0.001 0.001 0.054
C 1.110 -0.785 3.337 0.033 0.089 0.017
C 1.116 -2.175 3.436 0.001 -0.059 -0.008
C 2.136 -2.817 4.121 -0.017 0.040 -0.014
C 3.153 -2.078 4.708 0.029 -0.037 0.017
C 3.157 -0.694 4.606 -0.034 -0.031 -0.022
C 2.142 -0.049 3.918 0.068 0.015 0.023
H -0.892 1.536 4.179 -0.066 0.016 -0.038
H 0.338 2.254 3.123 -0.027 -0.003 0.046
H -1.563 -1.478 0.333 0.023 0.025 0.038
H -3.604 -2.847 0.423 -0.012 -0.008 -0.001
H -4.855 -3.074 2.545 -0.005 -0.013 -0.003
H -4.044 -1.937 4.585 -0.002 0.000 0.010
H -1.996 -0.587 4.511 0.025 0.004 -0.011
H 0.322 -2.756 2.983 -0.020 0.016 -0.009
H 2.132 -3.896 4.198 0.007 -0.014 0.009
H 3.945 -2.583 5.245 0.007 0.006 -0.001
H 3.952 -0.118 5.060 0.005 0.013 0.006
H 2.162 1.032 3.837 -0.027 -0.004 -0.016

47
Properties=species:S:1:pos:R:3:forces:R:3 method="wB97M-V/def2-TZVPD" multiplicity=2 mol_weight_g_mol=508.49 orbital_gap_ev="3.52 / 3.81" s2=0.769 e_tot_ev=-70374.527 charge=-1
Ce 0.582 0.420 1.727 1.117 0.801 -1.784
Cl -0.596 2.290 0.438 -1.139 1.380 -0.523
Cl 2.585 0.444 3.268 1.519 0.032 1.609
C 1.642 -0.308 -0.174 0.365 -0.364 0.709
H 1.533 -0.460 -1.260 0.196 0.237 0.556
H 2.703 -0.529 0.132 -0.435 0.126 -0.208
C -1.160 -1.100 -2.248 1.953 -1.106 -0.325
C 0.060 -1.646 -2.575 -1.861 0.580 0.937
H -1.754 -1.519 -1.429 0.300 -0.045 -0.248
C 0.998 -1.036 -3.580 -0.378 0.147 -0.562
H 0.466 -2.498 -2.007 -0.468 0.393 -0.263
C 0.627 0.425 -3.869 -0.016 -0.077 0.120
H 2.040 -1.131 -3.249 -0.273 0.059 0.036
H 0.913 -1.589 -4.531 0.111 -0.070 0.130
C -0.877 0.567 -4.117 -0.164 -0.185 0.067
H 0.908 1.037 -3.008 0.052 0.022 0.025
H 1.181 0.780 -4.747 -0.028 0.027 0.163
C -1.724 0.122 -2.898 0.322 0.608 -0.577
H -1.123 1.601 -4.396 0.021 -0.207 0.094
H -1.142 -0.069 -4.973 -0.005 0.061 0.011
H -1.792 0.966 -2.188 0.103 -0.388 0.023
H -2.748 -0.072 -3.243 0.033 0.009 0.096
N -0.466 -1.582 1.436 -1.159 -2.327 -0.700
S -1.705 -2.214 2.302 0.540 0.769 -0.096
C -1.960 -0.739 3.330 -0.470 -0.468 0.214
C -1.093 -0.442 4.393 -0.308 0.252 -0.285
C -1.202 0.814 5.011 -0.132 -0.258 0.076
C -2.179 1.719 4.595 0.065 -0.051 0.030
C -3.049 1.404 3.546 -0.023 -0.374 -0.123
C -2.956 0.164 2.910 0.600 -0.092 0.406
C -0.880 -3.340 3.427 -0.338 -0.537 0.875
C -1.634 -3.909 4.473 0.914 0.281 -0.314
C -0.974 -4.665 5.437 -0.082 -0.093 0.064
C 0.405 -4.890 5.340 -0.038 0.194 -0.512
C 1.124 -4.378 4.252 -0.239 -0.249 0.168
C 0.478 -3.619 3.273 -0.288 0.289 0.488
H -0.204 -2.121 0.593 -0.365 0.454 0.455
H -0.386 -1.192 4.746 0.016 0.287 -0.138
H -0.529 1.063 5.838 -0.245 -0.075 -0.368
H -2.282 2.679 5.104 0.124 -0.252 -0.205
H -3.808 2.119 3.222 0.268 -0.210 0.100
H -3.623 -0.116 2.100 0.121 0.143 0.022
H -2.693 -3.695 4.535 -0.042 -0.049 0.110
H -1.538 -5.071 6.281 0.209 0.095 -0.282
H 0.915 -5.482 6.096 -0.083 0.132 -0.081
H 2.198 -4.557 4.163 -0.369 0.044 0.045
H 1.027 -3.169 2.455 -0.001 0.055 -0.036